{
  "formula": "C7H8Cl2O2Si",
  "method": "ωB97M-V/def2-TZVPD",
  "e_homo_ev": [-8.9, -6.5],
  "gap_ha": [0.3322, 0.1621],
  "lumo_ev": [0.15, -2.07],
  "multiplicity": 1,
  "symbols": ["C", "C", "C", "C", "C", "C", "C", "O", "O", "Si", "Cl", "Cl", "H", "H", "H", "H", "H", "H", "H", "H"],
  "coordinates": [[1.118, -1.319, -1.827], [0.021, -1.112, -1.001], [1.713, -0.225, -2.442], [-0.452, 0.157, -0.784], [1.254, 1.049, -2.226], [0.161, 1.302, -1.352], [-1.622, 0.628, 2.850], [-0.225, 2.480, -1.092], [-2.634, 1.175, 2.032], [-2.768, 2.312, 0.915], [-2.258, 4.147, 1.432], [-4.457, 1.939, -0.025], [1.495, -2.316, -1.993], [-0.466, -1.957, -0.531], [2.556, -0.374, -3.104], [-1.337, 0.355, -0.175], [1.717, 1.905, -2.693], [-1.768, -0.451, 2.876], [-1.716, 1.037, 3.857], [-0.633, 0.852, 2.453]],
  "atomic_forces_ev_per_a": [[0.0, -0.1, 0.0], [-0.4, -0.1, 0.4], [0.4, 0.4, -0.3], [-0.8, -0.4, 0.8], [0.4, 0.1, -0.5], [-0.1, 0.8, 0.0], [0.0, 0.2, 0.1], [0.2, -0.5, 0.0], [-0.6, -0.5, 0.9], [2.3, -1.3, -1.2], [-0.1, 1.7, 0.8], [-1.9, 0.1, -0.5], [0.0, -0.1, -0.1], [0.0, 0.0, 0.0], [0.0, 0.0, 0.0], [0.2, -0.2, -0.2], [0.1, 0.1, -0.1], [0.1, 0.0, 0.1], [0.1, -0.1, 0.0], [0.1, 0.0, 0.0]]
}

***

{
  "formula": "C7H8Cl3F3",
  "method": "ωB97M-V/def2-TZVPD",
  "e_homo_ev": -10.1,
  "gap_ha": 0.3867,
  "lumo_ev": 0.41,
  "multiplicity": 1,
  "symbols": ["C", "C", "C", "C", "C", "C", "Cl", "Cl", "Cl", "C", "F", "F", "F", "H", "H", "H", "H", "H", "H", "H", "H"],
  "coordinates": [[2.177, 0.294, -1.050], [1.176, -0.477, -0.203], [1.424, -0.605, 1.302], [-0.212, 0.147, -0.316], [-1.314, -0.692, -0.227], [-2.931, -0.748, -0.109], [-3.376, -0.666, 1.605], [-3.394, -2.279, -0.818], [-3.747, 0.627, -0.894], [-0.424, 1.624, 0.009], [0.623, 2.224, 0.623], [-0.565, 2.344, -1.091], [-1.472, 1.705, 0.764], [1.961, 0.450, -2.117], [3.106, -0.185, -1.008], [2.417, 1.187, -0.562], [1.219, -1.483, -0.691], [1.082, 0.234, 1.917], [2.519, -0.447, 1.439], [0.817, -1.462, 1.618], [-1.086, -1.791, -0.190]],
  "atomic_forces_ev_per_a": [[-0.3, 0.0, 0.1], [-1.0, 0.0, -1.6], [0.9, 1.1, -0.3], [-2.8, -1.9, 1.2], [0.7, -1.1, -0.2], [2.3, 1.8, 0.0], [0.1, -0.4, 0.2], [-0.4, -0.1, -0.1], [0.1, -0.4, -0.3], [1.9, -1.1, -1.3], [0.0, -0.4, 0.6], [-0.8, 0.6, -1.0], [-1.4, 1.1, 1.2], [-0.4, -0.1, 0.5], [1.5, -1.3, -0.1], [0.0, 2.0, 0.3], [-0.7, 0.5, 0.8], [-0.5, 0.1, -0.5], [-0.5, -1.5, 0.4], [1.1, -0.2, 0.4], [0.3, 1.2, -0.3]]
}